No. 1
Formula: C30H45BrMnN4OP2
Source: the Open Molecules 2025 dataset
Level of theory: wB97M-V/def2-TZVPD

Summary:
E_HOMO (spin up / spin down): -0.449 / -0.448 hartree
Relative energy (zero: lowest compared OMol25 entry of this formula, charge and spin): 123.31 kcal per mole
LUMO (spin up / spin down): -7.2 / -7.8 eV

The geometry in ORCA input format:
```
! wB97M-V def2-TZVPD RIJCOSX def2/J DEFGRID3
* xyz 2 6
C -0.851 6.759 -3.694
C -1.069 5.382 -3.872
C -1.321 4.947 -5.195
C -1.321 5.879 -6.236
N -1.099 7.173 -6.031
C -0.870 7.621 -4.797
C -1.041 4.502 -2.698
C -1.078 3.746 -1.730
C -1.011 2.525 -1.044
C 0.272 2.285 -0.414
C 0.718 0.907 -0.311
C -0.221 -0.123 -0.311
C -1.565 0.230 -0.577
C -1.928 1.474 -1.115
Mn -0.988 1.938 1.172
P 2.253 -1.310 1.115
H -1.489 3.891 -5.404
H -0.645 7.145 -2.698
H -1.492 5.540 -7.265
H -0.674 8.682 -4.642
H -2.862 1.616 -1.640
H 0.979 3.087 -0.238
H -2.330 -0.544 -0.468
H 1.763 0.822 -0.153
C 2.529 -2.800 2.139
C 3.211 -3.963 1.425
H 1.540 -3.104 2.514
H 3.114 -2.445 3.002
H 3.373 -4.808 2.112
H 2.602 -4.338 0.595
H 4.191 -3.672 1.022
C 2.408 -1.733 -0.688
C 3.063 -0.768 -1.686
H 1.348 -1.864 -0.964
H 2.910 -2.721 -0.704
H 2.746 -1.029 -2.707
H 2.801 0.290 -1.576
H 4.154 -0.830 -1.611
C 3.757 -0.299 1.420
C 5.060 -1.094 1.337
H 3.607 0.161 2.410
H 3.738 0.529 0.693
H 5.908 -0.410 1.494
H 5.094 -1.873 2.112
H 5.177 -1.562 0.346
Br -0.425 -1.325 1.478
P -2.594 -3.467 -1.661
C -0.763 -3.568 -1.284
C -0.311 -4.960 -1.742
H -0.514 -3.341 -0.231
H -0.271 -2.809 -1.931
H 0.746 -4.979 -2.022
H -0.438 -5.752 -1.007
H -0.881 -5.258 -2.633
C -3.348 -3.369 0.087
C -4.759 -4.018 -0.093
H -3.444 -2.343 0.498
H -2.780 -4.003 0.797
H -5.255 -4.240 0.863
H -5.445 -3.381 -0.675
H -4.682 -4.974 -0.649
C -2.711 -1.869 -2.497
C -3.064 -1.967 -3.974
H -1.733 -1.417 -2.420
H -3.465 -1.255 -1.992
H -3.403 -0.996 -4.324
H -2.210 -2.206 -4.599
H -3.857 -2.671 -4.222
C -2.122 1.528 6.247
N -0.866 1.579 5.481
C 0.278 1.994 6.106
C 1.447 2.033 5.386
C 1.413 1.829 3.988
N 0.257 1.557 3.344
C -0.894 1.395 4.100
O -1.988 1.150 3.510
N 2.545 1.898 3.245
H -2.933 1.966 5.669
H -1.993 2.047 7.207
H -2.392 0.490 6.472
H 0.199 2.247 7.174
H 2.391 2.233 5.884
H 3.389 2.227 3.715
H 2.412 2.150 2.270
*
```

---

No. 2
Formula: C30H45BrN4OP2Pb
Source: the Open Molecules 2025 dataset
Level of theory: wB97M-V/def2-TZVPD

Summary:
E_HOMO (spin up / spin down): -0.441 / -0.441 hartree
Relative energy (zero: lowest compared OMol25 entry of this formula, charge and spin): 2.45 kcal per mole
LUMO (spin up / spin down): -7.8 / -7.7 eV

The geometry in ORCA input format:
```
! wB97M-V def2-TZVPD RIJCOSX def2/J DEFGRID3
* xyz 2 1
C 0.836 -4.716 5.357
C 1.829 -4.254 4.457
C 3.142 -4.731 4.655
C 3.409 -5.617 5.711
N 2.453 -6.033 6.541
C 1.197 -5.606 6.384
C 1.570 -3.299 3.374
C 0.876 -2.423 2.721
C 0.035 -1.325 2.327
C -1.170 -1.446 1.601
C -1.605 -0.351 0.854
C -0.851 0.829 0.814
C 0.134 1.051 1.786
C 0.549 -0.032 2.555
Pb 2.829 -2.395 1.850
P -0.929 -0.169 -2.558
H 3.966 -4.414 4.011
H -0.197 -4.384 5.266
H 4.427 -5.987 5.876
H 0.443 -5.972 7.092
H 1.371 0.091 3.280
H -1.732 -2.380 1.545
H 0.596 2.040 1.887
H -2.525 -0.413 0.271
C -1.228 0.811 -4.088
C -0.717 0.246 -5.412
H -0.747 1.785 -3.888
H -2.315 0.995 -4.138
H -1.030 0.914 -6.224
H 0.378 0.197 -5.441
H -1.123 -0.749 -5.632
C 0.503 -1.301 -2.832
C 0.286 -2.786 -2.554
H 1.265 -0.909 -2.141
H 0.886 -1.135 -3.850
H 1.267 -3.278 -2.476
H -0.241 -2.967 -1.607
H -0.262 -3.277 -3.370
C -2.443 -1.189 -2.360
C -2.942 -1.867 -3.635
H -3.225 -0.530 -1.941
H -2.233 -1.940 -1.580
H -3.768 -2.541 -3.375
H -3.327 -1.136 -4.355
H -2.169 -2.474 -4.123
Br -1.076 2.072 -0.547
P 3.832 2.123 -0.965
C 3.140 1.122 -2.326
C 3.866 1.490 -3.630
H 2.065 1.321 -2.402
H 3.274 0.067 -2.079
H 3.733 0.715 -4.397
H 3.501 2.437 -4.053
H 4.944 1.610 -3.452
C 2.557 3.391 -0.627
C 3.226 4.765 -0.444
H 1.990 3.097 0.267
H 1.847 3.425 -1.463
H 2.505 5.581 -0.555
H 3.678 4.852 0.550
H 4.016 4.922 -1.189
C 4.116 1.205 0.561
C 5.579 0.730 0.542
H 3.384 0.389 0.674
H 3.965 1.911 1.393
H 5.886 0.345 1.520
H 5.730 -0.045 -0.217
H 6.251 1.567 0.298
C -6.740 1.549 -0.367
N -5.750 1.872 0.637
C -5.902 2.954 1.437
C -4.892 3.313 2.287
C -3.725 2.503 2.277
N -3.662 1.371 1.609
C -4.598 1.077 0.672
O -4.480 0.169 -0.172
N -2.631 2.872 2.993
H -6.398 1.871 -1.356
H -7.672 2.062 -0.126
H -6.897 0.471 -0.406
H -6.842 3.491 1.330
H -4.950 4.175 2.938
H -2.576 3.827 3.339
H -1.758 2.402 2.813
*
```

---

No. 3
Formula: C30H45F5IrOP2
Source: the Open Molecules 2025 dataset
Level of theory: wB97M-V/def2-TZVPD

Summary:
E_HOMO (spin up / spin down): -0.415 / -0.469 hartree
LUMO (spin up / spin down): -5.0 / -7.8 eV

The geometry in ORCA input format:
```
! wB97M-V def2-TZVPD RIJCOSX def2/J DEFGRID3
* xyz 2 6
Ir -0.867 0.044 -2.988
C -2.481 1.759 0.214
C -2.968 0.862 -0.780
C -2.553 -0.366 1.134
C -2.249 1.000 1.402
C -2.994 -0.454 -0.221
C -2.231 3.196 0.028
H -1.895 3.410 -0.996
H -1.457 3.556 0.719
H -3.135 3.800 0.207
C -1.785 1.508 2.691
H -1.575 2.583 2.649
H -0.864 0.988 3.007
H -2.532 1.335 3.482
C -2.488 -1.446 2.136
H -3.353 -1.403 2.819
H -1.592 -1.361 2.767
H -2.491 -2.443 1.678
C -3.353 -1.664 -0.963
H -4.382 -1.607 -1.349
H -3.273 -2.558 -0.330
H -2.691 -1.809 -1.838
C -3.364 1.227 -2.151
H -4.391 1.623 -2.211
H -3.312 0.353 -2.822
H -2.698 1.999 -2.569
C 0.934 0.657 -3.151
C -0.074 1.677 -3.463
C -0.522 1.817 -4.909
C -1.344 0.603 -5.503
C -1.510 -0.620 -4.612
C -0.307 -1.339 -4.169
C 0.954 -1.066 -4.969
C 1.710 0.145 -4.345
H 0.356 2.009 -5.533
H -0.887 0.281 -6.445
H -1.147 2.716 -4.999
H 1.822 0.954 -5.073
H 1.513 0.693 -2.220
H -0.091 2.589 -2.842
H 2.726 -0.153 -4.077
H 1.622 -1.937 -4.976
H -0.361 -2.350 -3.773
H 0.684 -0.873 -6.011
H -2.338 1.001 -5.748
H -2.449 -1.187 -4.716
P 1.714 1.920 0.974
C 1.672 2.912 2.500
H 2.683 3.316 2.659
H 1.381 2.258 3.335
H 0.937 3.723 2.404
C 3.276 1.015 1.300
H 4.022 1.746 1.641
H 3.629 0.509 0.393
H 3.095 0.269 2.084
C 2.258 3.198 -0.225
H 2.369 2.753 -1.224
H 3.208 3.642 0.101
H 1.483 3.977 -0.282
P 1.469 -3.289 -0.081
C 0.099 -4.344 -0.517
H 0.460 -5.399 -0.567
H -0.293 -4.050 -1.511
H -0.762 -4.320 0.195
C 2.999 -3.245 -0.985
H 2.835 -3.007 -2.055
H 3.471 -4.251 -0.914
H 3.750 -2.503 -0.608
C 1.109 -2.033 1.133
H 1.383 -2.494 2.102
H 0.067 -1.666 1.255
H 1.738 -1.119 1.026
F 1.872 -1.374 8.570
C 1.583 -1.080 7.294
C 1.013 0.156 6.968
F 0.771 1.056 7.945
C 0.714 0.454 5.663
F 0.146 1.648 5.360
C 1.010 -0.449 4.595
O 0.801 -0.133 3.375
C 1.576 -1.699 4.986
F 1.886 -2.630 4.048
C 1.856 -2.008 6.289
F 2.403 -3.205 6.594
*
```

---

No. 4
Formula: C30H45IrN9OPS2
Source: the Open Molecules 2025 dataset
Level of theory: wB97M-V/def2-TZVPD

Summary:
E_HOMO (spin up / spin down): -0.556 / -0.549 hartree
Relative energy (zero: lowest compared OMol25 entry of this formula, charge and spin): 0.00 kcal per mole
LUMO (spin up / spin down): -9.1 / -10.0 eV

The geometry in ORCA input format:
```
! wB97M-V def2-TZVPD RIJCOSX def2/J DEFGRID3
* xyz 3 2
Ir -0.294 -0.036 -0.282
C -1.416 2.075 2.463
C -0.503 0.904 2.352
N 0.529 0.975 1.515
N 1.733 0.640 1.813
C 2.617 0.105 1.034
S 2.283 -0.604 -0.487
S 4.262 -0.036 1.611
C 4.459 1.542 2.522
C 4.725 2.550 1.448
C 3.713 3.401 1.006
C 3.970 4.313 0.000
C 5.221 4.349 -0.612
C 6.228 3.494 -0.184
C 5.980 2.593 0.834
C -0.738 -0.300 3.110
C -1.307 -0.294 4.382
C -1.427 -1.469 5.106
C -0.980 -2.683 4.567
C -0.486 -2.738 3.290
C -0.389 -1.564 2.490
O -0.103 -1.655 1.252
H -1.179 2.822 1.708
H -2.459 1.771 2.383
H -1.284 2.537 3.446
H 3.550 1.745 3.085
H 5.306 1.400 3.190
H 2.738 3.374 1.474
H 3.202 5.009 -0.306
H 5.404 5.041 -1.421
H 7.198 3.534 -0.651
H 6.758 1.927 1.174
H -1.588 0.642 4.838
H -1.849 -1.447 6.097
H -1.039 -3.585 5.156
H -0.190 -3.663 2.824
C -0.243 -2.143 -5.417
N -1.473 -2.672 -4.671
C -1.135 -4.086 -4.179
N 0.032 -4.064 -3.390
C 1.170 -3.556 -4.137
N 0.903 -2.202 -4.597
C 0.903 -1.250 -3.513
P -0.443 -1.603 -2.269
C -1.835 -1.794 -3.535
C -0.129 -3.438 -2.098
H -0.445 -1.115 -5.731
H -0.102 -2.765 -6.306
H -2.260 -2.725 -5.324
H -0.991 -4.718 -5.062
H -1.990 -4.461 -3.609
H 1.362 -4.200 -4.998
H 2.055 -3.551 -3.500
H 0.781 -0.234 -3.904
H 1.871 -1.294 -3.006
H -2.101 -0.801 -3.911
H -2.713 -2.211 -3.029
H -0.958 -3.911 -1.558
H 0.778 -3.586 -1.507
C 0.863 4.746 -3.055
C 1.526 3.366 -2.958
C 0.759 2.467 -2.168
N 0.105 1.752 -1.546
H 1.464 5.381 -3.698
H 0.792 5.215 -2.078
H -0.135 4.675 -3.479
H 2.521 3.452 -2.511
H 1.644 2.936 -3.957
C -5.373 -1.359 0.958
N -4.131 -1.107 0.253
C -3.173 -2.181 0.360
C -3.813 0.095 -0.268
N -2.570 0.434 -0.533
N -4.835 0.973 -0.513
C -4.585 2.396 -0.517
C -6.096 0.599 -1.118
H -5.148 -1.834 1.912
H -6.018 -2.038 0.397
H -5.908 -0.438 1.162
H -3.618 -3.102 -0.018
H -2.893 -2.343 1.403
H -2.272 -1.944 -0.203
H -2.542 1.316 -1.036
H -4.335 2.776 -1.514
H -3.785 2.639 0.180
H -5.492 2.901 -0.186
H -6.150 -0.468 -1.303
H -6.199 1.116 -2.075
H -6.932 0.902 -0.483
*
```